120
Properties=species:S:1:pos:R:3:lowdin_charge:R:1 method="wB97M-V/def2-TZVPD" charge=+1 multiplicity=1
C -3.08 -0.99 -2.31 -0.111
C -3.21 0.54 -2.14 -0.264
C -2.97 1.23 -3.48 -0.238
C -3.15 2.76 -3.49 -0.216
C -2.65 3.49 -2.22 -0.208
C -3.77 4.33 -1.58 -0.207
C -3.24 5.34 -0.55 -0.198
C -2.89 4.60 0.75 -0.229
C -1.87 5.37 1.62 -0.221
C -0.56 5.61 0.84 -0.215
C 0.70 5.27 1.63 -0.185
C 0.99 3.74 1.73 -0.186
C 0.38 2.90 0.60 -0.245
C 1.26 1.64 0.41 -0.348
S 0.86 0.90 -1.19 1.146
N 2.34 0.80 -2.03 -0.211
C 2.74 1.92 -2.38 -0.849
S 3.38 3.29 -2.62 0.920
H -2.75 -1.47 -1.39 0.015
H -3.98 -1.43 -2.74 0.079
H -2.27 -1.14 -3.03 0.062
H -4.17 0.83 -1.69 0.120
H -2.43 0.82 -1.42 0.067
H -3.71 0.82 -4.18 0.109
H -2.00 0.96 -3.92 0.080
H -2.62 3.18 -4.36 0.016
H -4.20 3.01 -3.64 0.109
H -2.17 2.81 -1.51 0.066
H -1.88 4.20 -2.53 0.108
H -4.23 4.89 -2.40 0.112
H -4.54 3.68 -1.16 0.121
H -2.40 5.88 -0.99 0.102
H -4.04 6.07 -0.36 0.116
H -3.80 4.53 1.34 0.040
H -2.49 3.62 0.50 0.085
H -1.72 4.86 2.58 0.104
H -2.33 6.33 1.86 0.074
H -0.61 5.12 -0.14 0.080
H -0.52 6.68 0.62 0.116
H 1.57 5.82 1.26 0.101
H 0.56 5.63 2.65 0.114
H 0.71 3.36 2.71 0.124
H 2.07 3.62 1.67 0.041
H 0.39 3.43 -0.36 0.095
H -0.62 2.58 0.87 0.112
H 1.10 0.94 1.24 0.116
H 2.33 1.90 0.42 0.035
H 0.50 -0.39 -0.97 0.040
Cl 4.94 1.43 0.94 0.564
C 5.91 2.88 0.59 -0.637
C 6.06 3.78 1.79 -0.659
Cl 4.53 4.55 2.26 0.590
H 5.45 3.41 -0.24 0.039
H 6.90 2.54 0.27 0.072
H 6.77 4.58 1.56 0.083
H 6.44 3.24 2.65 0.012
Cl 5.54 -1.69 -5.99 0.558
C 5.56 -0.39 -4.78 -0.674
C 5.14 0.94 -5.38 -0.689
Cl 6.34 1.58 -6.52 0.562
H 6.55 -0.33 -4.36 0.070
H 4.86 -0.67 -4.00 0.062
H 5.03 1.68 -4.58 0.025
H 4.18 0.86 -5.90 0.070
Cl -1.80 -0.31 -6.70 0.550
C -2.41 0.63 -8.08 -0.650
C -1.87 2.03 -8.11 -0.642
Cl -2.51 3.05 -6.78 0.604
H -3.50 0.62 -8.05 0.072
H -2.09 0.10 -8.98 0.075
H -2.16 2.52 -9.04 0.075
H -0.78 2.04 -8.04 0.067
Cl 8.47 1.56 3.14 0.585
C 8.83 0.01 2.33 -0.635
C 7.95 -1.10 2.84 -0.705
Cl 8.33 -1.54 4.53 0.561
H 9.88 -0.21 2.47 0.073
H 8.64 0.15 1.27 0.071
H 8.10 -1.99 2.24 0.044
H 6.90 -0.83 2.79 0.039
Cl -4.99 2.69 3.34 0.553
C -5.17 3.74 4.77 -0.653
C -5.68 5.11 4.41 -0.636
Cl -4.49 6.05 3.48 0.615
H -4.20 3.79 5.26 0.068
H -5.87 3.24 5.44 0.074
H -5.89 5.66 5.32 0.075
H -6.60 5.05 3.82 0.071
Cl 5.60 -2.79 1.03 0.541
C 6.10 -4.14 2.09 -0.644
C 4.92 -4.89 2.65 -0.659
Cl 3.99 -3.90 3.81 0.542
H 6.72 -3.72 2.89 0.047
H 6.71 -4.81 1.49 0.080
H 5.26 -5.77 3.19 0.077
H 4.24 -5.21 1.87 0.068
Cl -3.08 -1.30 1.42 0.532
C -3.75 -2.84 2.03 -0.660
C -4.38 -3.66 0.93 -0.690
Cl -5.86 -2.90 0.30 0.546
H -4.46 -2.60 2.81 0.074
H -2.92 -3.40 2.48 0.064
H -4.66 -4.64 1.33 -0.024
H -3.69 -3.81 0.10 0.069
Cl -4.20 -6.28 3.05 0.599
C -4.52 -8.01 2.79 -0.646
C -4.42 -8.38 1.33 -0.705
Cl -5.73 -7.66 0.37 0.557
H -5.51 -8.24 3.19 0.075
H -3.78 -8.57 3.36 0.038
H -4.50 -9.46 1.21 0.018
H -3.47 -8.06 0.90 0.068
Cl 0.17 -9.32 3.40 0.534
C -0.51 -10.87 3.97 -0.661
C -1.13 -11.66 2.85 -0.637
Cl -2.61 -10.88 2.23 0.614
H -1.23 -10.65 4.76 0.069
H 0.31 -11.44 4.41 0.075
H -1.42 -12.65 3.22 0.076
H -0.44 -11.79 2.02 0.071

125
Properties=species:S:1:pos:R:3:lowdin_charge:R:1 method="wB97M-V/def2-TZVPD" charge=+1 multiplicity=1
C -3.19 -0.04 -4.65 -0.059
C -2.94 -1.26 -5.51 -0.253
O -3.18 -2.49 -4.85 -0.107
C -2.36 -2.75 -3.75 -0.213
C -0.89 -2.86 -4.14 -0.081
O 0.00 -3.19 -3.03 -0.014
N -0.30 -2.51 -1.90 -0.024
C -0.02 -1.25 -1.49 -0.266
N 0.67 -0.30 -2.10 0.144
C 1.35 -0.37 -3.38 -0.189
C 2.47 0.69 -3.42 -0.297
C 2.41 1.47 -4.71 -0.633
I 2.93 0.25 -6.40 0.779
N -0.57 -1.02 -0.29 0.220
C -1.15 -2.16 0.03 -0.339
S -2.00 -2.23 1.59 0.617
O -2.19 -3.55 2.04 -0.248
O -1.34 -1.38 2.49 -0.201
F -3.36 -1.61 1.24 -0.087
N -1.02 -3.12 -0.90 -0.051
P -1.71 -4.82 -0.69 0.919
O -1.40 -5.51 -2.09 -0.233
O -0.59 -5.48 0.27 -0.226
H -3.34 0.85 -5.26 0.083
H -4.03 -0.23 -3.99 0.087
H -2.34 0.12 -3.98 0.058
H -1.96 -1.23 -5.99 0.111
H -3.64 -1.24 -6.34 0.125
H -2.67 -3.71 -3.35 0.116
H -2.54 -2.02 -2.95 0.119
H -0.54 -1.96 -4.63 0.100
H -0.78 -3.66 -4.85 0.152
H 0.71 0.58 -1.59 0.132
H 0.67 -0.13 -4.19 0.089
H 1.81 -1.34 -3.54 0.118
H 2.39 1.42 -2.60 0.082
H 3.44 0.19 -3.36 0.106
H 1.41 1.85 -4.87 0.051
H 3.09 2.31 -4.71 0.039
H -0.52 -5.31 -2.45 0.050
H 0.21 -5.64 -0.27 0.039
O 0.98 -6.80 -2.07 0.062
C 1.29 -7.81 -1.47 -0.505
O 1.22 -8.96 -2.12 0.030
C 1.71 -10.21 -1.59 -0.212
C 0.69 -10.87 -0.68 -0.056
C 1.68 -7.78 -0.01 0.020
H 2.67 -10.06 -1.10 0.117
H 1.88 -10.83 -2.46 0.128
H 0.47 -10.26 0.20 0.070
H 1.07 -11.83 -0.34 0.089
H -0.25 -11.02 -1.21 0.088
H 0.78 -7.76 0.60 0.097
H 2.26 -6.88 0.17 0.099
H 2.29 -8.63 0.29 0.079
O 3.63 2.93 -2.03 0.060
C 4.11 2.79 -0.93 -0.496
O 5.18 3.51 -0.62 0.020
C 5.76 3.58 0.69 -0.212
C 6.70 2.42 0.95 -0.058
C 3.58 1.77 0.05 0.024
H 4.97 3.66 1.45 0.109
H 6.30 4.52 0.72 0.129
H 6.18 1.46 0.91 0.068
H 7.16 2.52 1.94 0.086
H 7.48 2.40 0.20 0.086
H 3.99 0.79 -0.21 0.105
H 2.50 1.75 -0.03 0.050
H 3.81 2.00 1.09 0.069
O -7.56 -6.16 4.40 0.118
C -6.96 -5.19 4.04 -0.527
O -5.62 -5.15 4.22 0.003
C -4.78 -4.13 3.68 -0.253
C -4.75 -2.91 4.57 -0.052
C -7.66 -3.98 3.46 0.011
H -5.07 -3.90 2.65 0.108
H -3.78 -4.57 3.64 0.106
H -5.74 -2.45 4.67 0.071
H -4.07 -2.16 4.17 0.066
H -4.43 -3.18 5.58 0.090
H -8.06 -3.38 4.27 0.097
H -8.48 -4.34 2.84 0.092
H -7.03 -3.36 2.83 0.064
O 0.40 1.57 0.44 0.060
C 0.48 2.20 1.47 -0.503
O 1.48 3.08 1.60 -0.016
C 1.59 4.00 2.70 -0.201
C 2.24 3.37 3.91 -0.049
C -0.46 1.97 2.62 0.031
H 0.62 4.44 2.93 0.117
H 2.22 4.81 2.32 0.128
H 1.65 2.54 4.30 0.073
H 2.36 4.10 4.70 0.092
H 3.22 2.97 3.65 0.074
H -0.13 1.10 3.18 0.096
H -1.45 1.78 2.22 0.093
H -0.54 2.82 3.30 0.067
O -1.45 4.66 7.23 0.114
C -2.42 4.67 6.52 -0.529
O -2.25 4.88 5.20 -0.016
C -3.29 4.74 4.23 -0.250
C -4.15 5.98 4.12 -0.061
C -3.82 4.51 7.08 0.015
H -3.88 3.84 4.43 0.114
H -2.77 4.57 3.28 0.112
H -4.67 6.19 5.06 0.070
H -4.90 5.86 3.34 0.084
H -3.54 6.85 3.89 0.087
H -4.15 5.47 7.47 0.100
H -3.77 3.79 7.89 0.093
H -4.55 4.15 6.36 0.068
O 3.55 7.37 -0.73 0.099
C 3.83 7.18 -1.88 -0.523
O 4.56 8.11 -2.53 0.002
C 5.09 7.91 -3.84 -0.236
C 4.07 8.22 -4.92 -0.065
C 3.32 5.97 -2.62 0.015
H 5.50 6.90 -3.94 0.114
H 5.93 8.60 -3.92 0.123
H 3.20 7.57 -4.86 0.066
H 4.51 8.12 -5.91 0.082
H 3.71 9.25 -4.80 0.084
H 2.30 6.15 -2.94 0.100
H 3.34 5.13 -1.94 0.050
H 3.93 5.68 -3.48 0.073

Which calculated total energy belongs to each record? In order, -283849.865 -109041.235 eV.
Which Kohn-Sham gap belongs to each record? In order, 7.4543 7.9885 eV.